Entry 1:
Formula: C10H30BClN8O15P
Source: the OMol25 dataset
Level of theory: ωB97M-V/def2-TZVPD

Computed properties:
- HOMO energy (eV) = -3.693
- molar mass (Da) = 579.6
- E (eV) = -75958.55773
- total charge = -1

Element x y z (Å)
Cl -1.718107 0.567700 -0.873896
P -2.189934 4.760960 -0.343573
O 7.555404 -1.911773 -1.909055
O 2.752531 -7.731885 3.342212
O 3.550019 1.430083 -0.777574
O -0.794029 -4.197929 1.848824
O -4.720777 7.716900 -1.108343
O -2.125902 -2.673139 6.944949
O -2.520707 -3.097506 2.523549
O -1.839799 0.724899 -3.389765
O -3.957937 7.148972 0.835089
O -4.196400 -2.352680 7.464331
O 6.643345 -5.382667 -5.675914
O 2.189547 2.899125 -1.581882
O 5.933715 -0.894525 -2.903278
O 8.262923 -6.409373 -4.684554
O 2.048416 -7.312510 1.345166
N 1.958305 -7.256219 2.553990
N -3.307000 -2.593317 6.672449
N 2.643569 1.783411 -1.517658
N 7.395984 -5.559474 -4.740102
N 6.685034 -1.062778 -1.966246
N -2.233367 4.620157 1.266162
N -1.520023 -3.221803 1.846140
N -4.764334 7.685028 0.105148
C 2.048613 0.756339 -2.416053
C 7.254043 -4.665178 -3.556989
C -5.919346 8.369523 0.747164
C -2.079215 1.350186 -2.458575
C -4.787615 4.061833 -1.461673
C -3.705116 -2.809088 5.252925
C -1.146313 -2.099885 0.941074
C 6.539438 -0.165215 -0.787262
C -2.637011 2.753452 -2.559004
C 0.773862 -6.542968 3.108361
B -3.296442 3.400762 -1.186931
H 6.450921 -3.962806 -3.745405
H -0.159345 -1.757284 1.238658
H -4.932892 4.943036 -0.829749
H -4.195941 -1.903117 4.909473
H 7.028888 -5.292689 -2.699537
H -2.820011 -3.012346 4.671291
H -6.824621 7.893581 0.381295
H -3.397445 2.703064 -3.340488
H 2.556482 -0.186683 -2.248587
H -0.113892 -7.053581 2.748590
H -5.882159 9.415204 0.455681
H -1.878014 -1.308965 1.047025
H 0.828215 -6.574263 4.190617
H -1.823883 3.348900 -2.988404
H -0.826462 4.635076 -0.769584
H 0.992390 0.675205 -2.172134
H 2.188892 1.095071 -3.438060
H -1.137747 -2.486515 -0.073532
H -4.988419 4.291815 -2.513269
H -4.386166 -3.654919 5.231756
H 0.806368 -5.522137 2.748177
H 5.732735 0.533750 -0.977288
H 6.315826 -0.789732 0.072541
H -5.830680 8.261490 1.822161
H -2.611913 6.061755 -0.706911
H 8.196814 -4.145221 -3.423230
H -5.553590 3.347953 -1.141261
H -2.554706 5.479979 1.691782
H -3.438249 2.518631 -0.384152
H 7.483230 0.356328 -0.656665

Atomic forces in eV per Å
0.189 0.103 0.626
-0.224 -1.028 1.771
-0.064 0.009 -0.042
-0.013 0.015 -0.133
-0.029 0.076 -0.030
-0.166 0.074 0.061
0.029 0.079 0.074
-0.113 0.008 0.063
0.160 -0.166 -0.179
1.127 -3.000 -3.367
-0.257 0.363 -0.073
0.101 -0.026 -0.001
0.102 -0.081 0.026
0.109 -0.013 0.025
0.089 -0.123 0.018
-0.063 0.046 -0.052
0.043 -0.027 0.078
-0.038 -0.012 0.125
-0.024 -0.005 -0.069
-0.013 -0.109 -0.023
-0.060 0.040 0.046
-0.050 0.103 0.056
-0.100 0.232 -0.333
0.029 0.167 -0.108
0.048 -0.050 0.141
-0.013 -0.248 0.006
-0.152 0.131 -0.008
-0.097 -0.021 0.185
-1.051 2.984 1.335
0.203 -0.393 0.318
0.085 0.005 0.034
-0.136 0.148 0.033
-0.155 0.241 0.000
-0.241 0.141 1.375
0.053 -0.030 0.248
-0.382 0.097 -0.913
0.029 -0.010 -0.076
0.034 -0.087 -0.058
-0.161 0.167 -0.229
-0.080 -0.039 0.049
0.124 -0.028 -0.003
0.060 -0.006 0.083
0.022 0.057 -0.088
0.064 -0.251 -0.126
0.066 0.063 0.044
0.012 0.100 -0.135
-0.044 -0.040 -0.102
-0.045 -0.069 0.060
0.078 -0.064 -0.022
0.141 -0.060 0.051
-0.118 0.363 -0.454
-0.050 0.124 -0.053
-0.101 0.086 0.024
0.083 -0.022 0.024
0.032 0.315 0.062
-0.083 0.080 0.035
-0.066 -0.050 -0.133
-0.043 -0.075 -0.051
0.111 -0.030 -0.007
0.065 -0.051 -0.027
0.484 -0.153 -0.597
0.015 -0.068 0.055
-0.065 -0.002 -0.109
0.198 0.058 0.098
0.254 0.101 0.329
0.055 -0.134 0.042


Entry 2:
Formula: C10H30CrF4N12O28S4
Source: the OMol25 dataset
Level of theory: ωB97M-V/def2-TZVPD

Computed properties:
- HOMO energy (alpha / beta) (eV) = -7.728 / -10.390
- expectation value of S² = 20.038
- molar mass (Da) = 1022.7
- E (eV) = -168659.24999
- multiplicity = 9

Element x y z (Å)
Cr -1.772296 1.848338 -0.435412
S 1.231744 0.376948 -0.639202
S -5.113676 1.741948 -0.829512
S -0.409656 -1.163512 0.193178
S -4.385806 3.846828 -0.988672
F -1.907106 -0.960742 0.569178
F -4.429156 0.388828 -0.271912
F 1.486674 1.931258 -0.929842
F -2.906866 4.402078 -1.002102
O -5.537306 1.363288 -2.207292
O 0.805264 3.081518 -3.447502
O 3.109304 -2.650752 0.487608
O 1.632434 -6.265962 -2.014822
O 4.919924 1.967308 -5.202942
O -0.918246 3.002628 -2.159912
O -4.337606 -2.601192 2.078448
O 3.305284 2.383708 4.066488
O 1.462264 -0.294652 -1.909062
O 1.453164 2.372628 2.920168
O -4.998546 4.643478 0.078918
O -6.175526 1.925208 0.145758
O 4.058404 -2.150372 2.336698
O 4.297454 2.251948 -0.362762
O -1.241876 -2.470622 6.184638
O -2.726146 1.443878 1.862598
O -2.262896 0.468658 -2.367492
O 0.201574 -1.481322 1.496018
O 2.169744 0.200668 0.393728
O 0.403224 -2.142722 4.925268
O 2.502034 -5.711602 -3.933282
O -3.150336 -1.524022 -2.598602
O 5.858574 3.438718 -1.246352
O -1.424286 1.043258 3.483088
O 5.964684 1.107558 -3.563612
O -4.824436 4.079278 -2.350752
O -5.736616 -3.471152 0.722298
O -0.393356 -2.218102 -0.810862
N -4.594066 -3.244042 1.055068
N 1.951324 -5.431202 -2.854672
N -2.273696 -0.651862 -2.846082
N 3.217854 -2.735852 1.675998
N -3.703726 2.365308 -0.602042
N 4.952574 1.415948 -4.101102
N -2.460706 1.505128 3.001468
N 5.134474 3.132718 -0.316412
N -0.263856 0.520848 -0.289452
N 2.358834 1.784918 3.550318
N -0.299756 3.432478 -3.109382
N -0.742296 -2.435802 5.117618
C -1.639356 -2.841772 3.982558
C 5.207824 3.877958 0.994028
C 2.253224 -3.603002 2.430108
C -0.812156 4.605978 -3.918532
C -3.441136 2.084718 3.953218
C 1.639334 -4.000402 -2.614392
C -1.138536 -1.072842 -3.695112
C 3.714794 1.073818 -3.478962
C 2.243654 0.327498 3.847918
C -3.452786 -3.739322 0.261458
H -0.636676 -1.969792 -3.332202
H -2.982526 2.133928 4.940818
H -1.062226 -3.372292 3.225208
H -0.305226 4.523898 -4.879982
H 6.212634 3.625738 1.332888
H 0.555694 -3.884032 -2.597832
H 2.077484 -3.350662 -3.372002
H 1.199974 0.018348 3.790848
H -3.669956 -4.758402 -0.058532
H 2.816504 -0.259502 3.130018
H 4.495774 3.482458 1.718368
H -2.579026 -3.777842 0.911978
H 2.590964 0.060978 4.846138
H -4.295556 1.411658 3.882098
H 2.100204 -3.734882 -1.662972
H -3.611336 3.051428 3.479288
H 3.252014 2.025168 -3.216532
H 5.076694 4.921978 0.709528
H -1.937536 -1.954262 3.424428
H -1.888546 4.445518 -3.857382
H 3.200914 0.535608 -4.275422
H 2.842224 -4.331672 2.987068
H -1.648566 -1.231552 -4.645262
H -3.318246 -3.170942 -0.658832
H 3.902724 0.393798 -2.648092
H 1.647304 -2.930182 3.036968
H 1.659954 -4.313032 1.853918
H -2.501946 -3.412352 4.326768
H -0.429776 -0.253112 -3.812562
H -0.825726 5.499578 -3.294522

Atomic forces in eV per Å
-0.471 -0.549 0.117
5.827 3.618 -3.993
-1.026 -1.978 0.254
-1.188 -2.227 3.270
-2.109 3.671 -0.081
-0.766 -0.039 -0.268
-1.198 -1.354 -0.355
-0.709 -0.324 -0.400
1.344 1.385 -0.093
0.265 -0.330 1.241
-0.480 -0.740 0.369
-0.186 -0.085 -1.207
0.204 1.121 -0.552
-0.490 -0.001 0.492
-0.816 -0.401 0.624
0.477 -0.431 -0.760
2.353 3.730 0.959
-0.704 0.514 1.443
-1.225 2.812 -1.018
1.244 -1.826 -1.152
-0.532 -0.773 -0.002
-0.347 -0.244 0.047
0.067 -0.102 -0.142
-1.365 0.084 2.610
-1.092 0.506 -4.525
-0.269 0.129 -0.197
-0.959 1.067 -3.027
-0.167 -1.174 1.073
1.351 0.416 -0.999
-0.771 0.460 1.630
2.180 2.542 -0.743
-0.123 0.252 0.769
-0.965 0.585 -0.511
1.636 -0.500 1.092
0.960 -0.277 0.645
0.579 -0.315 -0.642
-0.017 2.340 0.926
-0.858 0.988 1.434
0.589 -1.279 -1.583
-1.414 -2.848 1.756
-0.040 -0.292 0.737
0.464 2.290 -0.624
1.008 0.766 -2.114
3.012 -1.516 4.826
-0.845 -0.399 -0.094
-0.361 -4.228 1.466
-0.977 -7.805 0.422
2.122 1.642 -1.062
-0.717 -0.862 -1.555
0.333 0.199 -1.192
0.809 -0.371 -0.638
0.225 -0.850 0.457
-1.824 -1.152 1.299
0.203 0.182 -0.728
0.249 0.484 0.388
-0.132 0.524 -1.189
-1.146 -0.628 0.157
-0.338 0.287 -0.293
0.310 -1.044 -0.319
-0.505 0.176 0.207
-0.168 -0.019 -0.301
0.216 -0.291 0.404
-0.308 0.621 0.327
0.048 0.584 0.144
0.164 -0.169 0.247
-0.015 -0.522 -0.166
-0.066 0.291 -0.192
-0.272 0.051 0.134
0.059 0.236 -0.124
-0.162 0.120 -0.482
-0.117 0.401 -0.238
0.152 0.539 0.091
-0.146 0.341 0.183
-0.375 -0.049 0.138
-0.589 0.091 0.530
-0.313 -0.404 0.136
0.172 -0.073 0.446
-0.182 0.241 0.484
-0.240 -0.293 -1.103
-0.546 0.259 0.258
0.312 0.723 0.642
0.357 -0.384 -0.163
-0.054 0.391 0.366
-0.058 0.496 0.024
0.170 -0.293 0.112
-0.137 0.941 -0.910
0.332 0.267 0.212
-0.178 -0.061 0.338
1.262 0.139 -0.187


Entry 3:
Formula: C10H30FNaO5S5
Source: the OMol25 dataset
Level of theory: ωB97M-V/def2-TZVPD

Computed properties:
- HOMO energy (alpha / beta) (eV) = -11.071 / -10.643
- expectation value of S² = 0.762
- molar mass (Da) = 432.7
- E (eV) = -82392.79948
- total charge = +1
- multiplicity = 2

Element x y z (Å)
S -1.906112 0.113181 2.961818
S -2.291932 3.216941 -3.790782
S 2.042148 -1.673179 1.180668
S -2.763602 -2.786409 0.195988
S 2.251428 2.107461 -1.047122
Na -0.608322 -0.182639 -0.578762
F -0.836842 -0.808089 -2.974092
O -1.464852 0.407801 1.515268
O 0.761488 1.754661 -0.862622
O -1.673532 4.590511 -3.502052
O 1.020348 -1.899729 0.143878
O -2.600142 -1.301369 -0.055172
C -0.979472 2.144051 -4.542662
C 2.530418 1.999541 -2.848352
C 3.791358 -1.885819 0.444508
C -0.559022 -0.642929 4.020678
C -1.248332 -3.666989 -0.592622
C -2.441502 2.399311 -2.140332
C 2.433588 3.941111 -1.014052
C -1.951112 1.686481 3.866238
C 2.015348 -3.234589 2.205998
C -2.446032 -3.268109 1.982248
H 3.012078 -3.305449 2.641418
H 2.503718 0.947931 -3.133832
H -0.161092 1.883791 -3.871392
H 1.805868 2.667101 -3.314702
H 0.017068 -1.342519 3.415028
H -2.752522 1.384071 -2.386612
H 4.054068 -1.166989 -0.331612
H -2.193362 2.491031 3.171888
H 1.173588 -3.262709 2.897918
H 3.757258 -2.864989 -0.033172
H 3.532438 2.372871 -3.059732
H -1.492832 2.368101 -1.604452
H -0.617142 2.590421 -5.468712
H -3.106752 -2.725869 2.658658
H -1.038012 -1.119079 4.876228
H -1.416732 1.176561 -4.789382
H -3.212552 2.855921 -1.519762
H -2.741022 1.604621 4.612848
H 2.554528 4.320241 0.000708
H 4.491378 -1.783759 1.273758
H -1.430082 -3.110199 2.344188
H 3.322318 4.385291 -1.462332
H -1.054122 2.079861 4.344528
H -0.922452 -3.053799 -1.432802
H -1.525982 -4.663879 -0.935002
H -2.675362 -4.332709 1.936088
H 0.165358 0.106021 4.340748
H 1.520538 4.297271 -1.491122
H 1.854608 -4.092849 1.553568
H -0.500112 -3.717519 0.198408

Atomic forces in eV per Å
0.950 0.537 -1.301
2.218 1.134 1.623
1.483 -0.289 1.135
0.674 0.049 -0.438
-0.825 0.036 -0.575
-0.009 -0.220 -0.027
0.025 0.505 0.279
0.296 -0.047 2.817
1.651 0.764 -0.235
-0.898 -1.966 -0.689
-0.569 0.171 -1.059
0.117 -1.465 0.157
-0.468 -0.428 -0.188
0.434 0.099 0.716
-1.388 -0.459 0.236
0.165 0.553 -0.867
-0.952 0.461 1.132
-0.375 -0.474 -0.588
-0.324 0.023 0.538
-0.227 0.726 -0.014
0.535 0.382 -1.045
0.234 0.350 -0.921
-0.297 -0.114 0.484
-0.446 0.164 -0.114
-0.148 0.535 0.471
-0.069 -0.362 -0.150
-0.414 -0.237 -0.016
-0.020 -0.176 0.026
-0.563 0.319 0.231
-0.475 -0.350 -0.287
0.323 0.538 0.218
0.364 -0.132 0.258
0.043 0.042 0.091
0.256 0.334 -0.358
-0.124 0.270 0.180
-0.315 -0.123 -0.358
-0.008 -0.017 -0.128
-0.462 0.063 0.025
0.034 0.255 -0.355
-0.013 0.008 -0.024
-0.705 -0.399 0.254
-0.039 -0.290 -0.048
0.172 -0.007 -0.374
0.052 -0.755 -0.709
0.351 -0.762 0.008
-0.107 0.085 0.151
-0.222 0.114 0.103
-0.039 -0.014 0.317
-0.239 0.139 0.062
0.061 0.271 0.121
0.222 0.143 -0.374
0.082 0.019 -0.390